C25H37N2OPSSiW as an isolated structure in a non-equilibrium geometry. Source: OMol25; level of theory: ωB97M-V with the def2-TZVPD basis set.

Each line ends with the natural charge from an NBO analysis.
Geometry (Å):
W -0.90290 -0.42000 -1.43711  0.77
Si 0.11631 -2.31765 -2.71953  0.41
P 0.50667 1.11696 -2.65463  0.94
N -2.56416 0.13495 -1.61645  -0.81
H 3.75320 0.66390 -0.73916  0.47
C 0.92510 2.85017 -2.17953  -0.96
H 1.35632 3.37668 -3.05223  0.22
H 1.66539 2.87942 -1.36101  0.22
H 0.01780 3.39061 -1.86589  0.24
C 2.06080 0.68905 -3.56167  -0.95
H 2.34406 1.56265 -4.17193  0.22
H 1.90171 -0.17100 -4.22567  0.25
H 2.90413 0.47394 -2.88513  0.23
C -0.61850 1.40825 -4.09199  -0.94
H -0.09102 2.12898 -4.74577  0.21
H -1.56526 1.83578 -3.72478  0.25
H -0.78241 0.46106 -4.63092  0.25
C 1.88027 -2.89318 -2.31999  -1.06
H 2.07253 -2.89417 -1.24466  0.21
H 2.62884 -2.29815 -2.84700  0.22
H 1.96202 -3.93297 -2.67295  0.23
H -0.70214 -3.54140 -2.41601  -0.20
H 0.16827 -2.19605 -4.22849  -0.19
C -3.90980 0.37788 -1.81269  0.16
C -5.99196 1.33310 -1.05839  -0.21
C -4.59764 1.37187 -1.07033  -0.26
C -4.59915 -0.53674 -2.63783  -0.25
C -5.98648 -0.55878 -2.59565  -0.19
C -6.69340 0.37534 -1.81661  -0.27
H -6.48919 2.09697 -0.45761  0.21
H -3.94689 2.04074 -0.49412  0.21
H -3.96075 -1.25774 -3.16340  0.23
H -6.50006 -1.31162 -3.19716  0.21
H -7.78630 0.38374 -1.82667  0.21
C 5.08945 0.48837 0.21155  0.26
O 4.32648 -0.12587 -0.66631  -0.66
C 4.38794 1.39048 1.18221  -0.68
H 4.91353 2.31968 1.47456  0.23
H 4.07884 0.93306 2.14390  0.21
H 3.42103 1.74493 0.73960  0.20
C 6.48753 0.05257 -0.06686  -0.68
H 7.20604 0.88008 -0.31517  0.21
H 6.33219 -0.55003 -1.00912  0.24
H 6.98391 -0.62808 0.68447  0.21
N -0.12052 -1.00381 0.32091  -1.13
S 0.76403 -0.48089 1.72849  1.00
C -0.20298 0.86768 2.46136  -0.24
C -1.55752 1.01348 2.20648  -0.14
C -2.28632 2.07357 2.75493  -0.22
C -1.65215 2.97196 3.62132  -0.18
C -0.30419 2.79933 3.94294  -0.22
C 0.42144 1.75260 3.36784  -0.19
C 0.32429 -1.77905 2.93694  -0.23
C 1.32184 -2.41670 3.70551  -0.15
C 0.96868 -3.43897 4.59102  -0.21
C -0.36660 -3.82553 4.73296  -0.19
C -1.35406 -3.15735 4.00142  -0.20
C -1.00924 -2.13256 3.11571  -0.21
H -0.05246 -2.02764 0.44062  0.39
H -2.08353 0.29304 1.56774  0.23
H -3.34003 2.20370 2.51467  0.23
H -2.21695 3.79725 4.06161  0.22
H 0.18249 3.49251 4.63395  0.23
H 1.47610 1.61391 3.62630  0.22
H 2.35414 -2.09904 3.58757  0.22
H 1.74887 -3.95085 5.15780  0.22
H -0.63731 -4.64448 5.39704  0.23
H -2.39838 -3.44477 4.10474  0.23
H -1.78197 -1.60512 2.56425  0.24

The total energy comes out at -2255.43495 Ha. Its spin multiplicity is 3. The value obtained for the HOMO energy (alpha / beta) is -5.50 / -5.63 eV. The strongest force on any atom comes out at 3.77 eV Å⁻¹. The value obtained for the LUMO energy (alpha / beta) is -0.38 / -0.37 eV. The value obtained for the HOMO-LUMO gap (alpha / beta) is 5.1153 / 5.2510 eV.